# 1
Entry from the Open Molecules 2025 dataset: a 12-piece molecular cluster, C20H64N14O12 overall (ωB97M-V with the def2-TZVPD basis set).

```
110
C20H64N14O12 | the Open Molecules 2025 dataset | ωB97M-V with the def2-TZVPD basis set
N -2.95 -1.51 -2.27
C -2.88 -1.65 -3.59
N -1.67 -2.12 -3.98
O -3.84 -1.00 -4.40
H -3.89 -1.29 -1.99
H -2.46 -2.17 -1.61
H -1.56 -2.14 -4.93
H -0.94 -2.48 -3.33
N -4.55 2.05 -2.05
C -3.52 2.14 -2.78
N -2.67 1.19 -2.48
O -3.20 3.23 -3.60
H -5.18 2.87 -2.25
H -4.73 1.35 -1.44
H -1.75 1.35 -2.88
H -2.96 0.18 -2.44
N 0.38 -0.03 4.41
C 0.76 -0.35 3.21
N 1.40 0.49 2.52
O 0.23 -1.54 2.66
H -0.18 -0.68 4.96
H 0.74 0.75 4.98
H 1.58 0.30 1.52
H 1.89 1.34 2.93
N -0.91 -0.86 0.32
C 0.04 -0.49 -0.51
N -0.34 -0.67 -1.76
O 1.32 -0.06 -0.19
H -0.61 -1.02 1.26
H -1.77 -0.27 0.26
H -1.31 -0.93 -2.11
H 0.30 -0.48 -2.60
N -4.48 -0.25 1.58
C -4.18 -0.06 0.36
N -3.09 0.64 0.17
O -4.96 -0.41 -0.78
H -5.42 -0.73 1.70
H -3.87 -0.11 2.37
H -2.78 1.03 -0.75
H -2.69 1.19 0.93
N 2.77 -0.57 -2.48
C 2.20 -1.00 -3.55
N 1.14 -0.27 -3.75
O 2.52 -2.19 -4.19
H 3.27 -1.41 -2.07
H 2.22 -0.10 -1.78
H 0.58 -0.60 -4.57
H 1.26 0.69 -3.63
N -1.85 -3.20 -0.48
C -1.11 -4.02 -1.16
N -0.19 -3.40 -1.84
O -1.36 -5.37 -1.10
H -2.60 -3.61 0.09
H -1.44 -2.30 -0.17
H 0.43 -4.06 -2.28
H -0.02 -2.38 -1.80
C -3.20 2.87 2.74
C -1.68 2.68 2.67
C -0.92 2.89 3.94
O -1.39 1.59 2.22
H -3.47 3.86 3.15
H -3.70 2.17 3.44
H -3.83 2.69 1.81
H -1.37 3.40 1.87
H -1.20 2.15 4.67
H -1.09 3.89 4.32
H 0.16 2.91 3.59
H -0.48 1.48 2.30
C 1.70 3.27 0.45
C 0.64 3.77 -0.46
C -0.22 2.61 -0.94
O -0.14 4.60 -0.01
H 1.29 3.13 1.44
H 2.53 3.97 0.34
H 2.09 2.31 0.13
H 1.10 4.21 -1.33
H -0.80 2.94 -1.78
H -0.81 2.08 -0.19
H 0.37 1.88 -1.47
H -0.77 4.91 -0.64
C 6.33 2.08 -0.30
C 5.93 0.81 0.37
C 4.39 0.81 0.61
O 6.20 -0.25 -0.28
H 6.05 2.96 0.22
H 5.85 2.12 -1.29
H 7.44 2.06 -0.46
H 6.40 0.81 1.35
H 3.84 0.74 -0.33
H 4.09 1.73 1.11
H 4.04 -0.08 1.18
H 5.74 -0.17 -1.13
C 2.76 -4.54 -0.78
C 2.74 -3.04 -0.46
C 2.34 -2.76 0.97
O 3.76 -2.41 -0.74
H 3.52 -5.00 -0.16
H 3.07 -4.72 -1.85
H 1.83 -5.03 -0.51
H 1.96 -2.50 -0.99
H 2.56 -1.80 1.39
H 2.72 -3.57 1.61
H 1.24 -2.85 1.01
H 4.42 -2.67 -0.08
C -2.65 -1.68 3.38
O -2.79 -0.36 3.82
H -2.39 -1.61 2.32
H -3.57 -2.19 3.48
H -1.88 -2.26 3.88
H -1.89 0.08 3.72
```

Computed properties:
Strongest force on any atom (eV Å⁻¹): 12.46
SMILES string: NC(N)=O.NC(N)=O.NC(N)=O.NC(N)=O.NC(N)=O.NC(N)=O.NC(N)=O.CC(C)O.CC(C)O.CC(C)O.CC(C)O.CO
Electronic energy (a.u.): -2469.64370
Energy above the lowest of the compared OMol25 structures with the same formula, charge and spin (kJ/mol): 1435.6
LUMO (eV): -0.35
HOMO-LUMO gap (eV): 8.6

***

# 2
Entry from the Open Molecules 2025 dataset: a 10-piece molecular cluster, C20H65N5O10 overall (ωB97M-V with the def2-TZVPD basis set).

```
100
C20H65N5O10 | the Open Molecules 2025 dataset | ωB97M-V with the def2-TZVPD basis set
C 2.50 1.28 6.10
O 1.62 2.28 5.63
C 0.40 1.77 5.11
C 0.56 0.95 3.85
C 1.39 1.66 2.78
N -0.79 0.61 3.40
H 2.83 1.55 7.11
H 3.40 1.26 5.49
H 2.02 0.31 6.17
H -0.06 1.14 5.88
H -0.25 2.64 4.97
H 1.03 -0.01 4.07
H 2.39 1.94 3.13
H 0.84 2.55 2.44
H 1.51 1.01 1.92
H -0.89 0.15 2.51
H -1.42 1.40 3.39
C -1.50 -0.34 -6.81
O -1.42 0.84 -6.04
C -1.50 0.62 -4.65
C -2.93 0.51 -4.15
C -3.78 1.69 -4.63
N -2.87 0.35 -2.72
H -0.49 -0.68 -7.09
H -2.06 -0.19 -7.73
H -1.99 -1.15 -6.27
H -0.94 -0.30 -4.44
H -1.00 1.47 -4.15
H -3.33 -0.39 -4.63
H -3.76 2.49 -3.89
H -4.83 1.39 -4.73
H -3.43 2.10 -5.58
H -2.50 1.19 -2.28
H -3.76 0.19 -2.25
C 5.29 -0.95 4.23
O 4.07 -1.63 4.10
C 3.71 -1.81 2.73
C 2.37 -2.52 2.70
C 2.34 -3.90 3.35
N 1.94 -2.63 1.29
H 5.52 -0.80 5.28
H 5.30 0.03 3.73
H 6.12 -1.55 3.82
H 3.64 -0.89 2.15
H 4.47 -2.49 2.32
H 1.61 -1.91 3.21
H 1.38 -4.37 3.11
H 2.43 -3.78 4.43
H 3.19 -4.50 3.04
H 0.99 -2.97 1.28
H 1.91 -1.69 0.91
C 1.58 3.27 -2.04
O 0.81 4.44 -1.87
C 0.79 5.28 -3.02
C -0.49 5.02 -3.82
C -0.66 5.92 -5.04
N -1.66 5.13 -2.93
H 1.37 2.59 -1.21
H 2.62 3.62 -2.03
H 1.34 2.72 -2.96
H 0.73 6.29 -2.61
H 1.68 5.10 -3.63
H -0.44 3.97 -4.14
H -1.00 6.90 -4.69
H -1.37 5.46 -5.72
H 0.27 6.02 -5.59
H -1.86 4.21 -2.55
H -1.45 5.68 -2.10
C -1.36 -2.65 2.52
O -0.83 -3.83 1.96
C -1.79 -4.65 1.30
C -1.08 -5.54 0.31
C -0.17 -6.54 1.01
N -0.31 -4.82 -0.71
H -2.25 -2.90 3.12
H -1.53 -1.93 1.72
H -0.68 -2.21 3.25
H -2.35 -5.23 2.06
H -2.55 -4.00 0.84
H -1.83 -6.12 -0.23
H 0.67 -6.05 1.51
H 0.10 -7.40 0.40
H -0.71 -7.07 1.81
H 0.59 -4.53 -0.34
H -0.79 -3.98 -1.00
O -1.73 2.60 -0.88
H -1.56 3.41 -0.39
H -2.44 2.16 -0.40
O 1.44 -0.55 -1.22
H 1.53 -1.32 -1.80
H 2.27 -0.07 -1.31
O -3.46 0.59 0.29
H -2.65 0.24 0.69
H -4.17 0.02 0.60
O -0.61 0.40 0.43
H -0.74 1.23 -0.04
H 0.16 -0.01 0.01
O -1.75 -1.94 -1.07
H -0.95 -1.72 -0.58
H -2.01 -1.09 -1.48
```

Computed properties:
Strongest force on any atom (eV Å⁻¹): 1.51
SMILES string: COC[C@H](C)N.COC[C@H](C)N.COC[C@H](C)N.COC[C@H](C)N.COC[C@H](C)N.O.O.O.O.O
Electronic energy (a.u.): -1827.10055
Energy above the lowest of the compared OMol25 structures with the same formula, charge and spin (kJ/mol): 40.2
LUMO (eV): 0.06
HOMO-LUMO gap (eV): 9.0